1.
{"formula": "C25H29N2OPReSi", "method": "ωB97M-V/def2-TZVPD", "charge": 2, "max_force_ev_per_a": 5.046, "e_lumo_ev": [-8.5, -8.1], "gap_ev": [6.4, 6.8], "energy_ev": -50708.288, "relative_energy_kj_mol": 110.7, "multiplicity": 2, "species": ["Re", "C", "C", "C", "C", "C", "H", "H", "H", "H", "H", "N", "P", "C", "C", "C", "C", "C", "C", "C", "C", "C", "C", "C", "C", "C", "C", "C", "C", "C", "N", "H", "H", "H", "H", "H", "H", "H", "H", "H", "H", "H", "H", "H", "H", "H", "C", "Si", "C", "C", "O", "H", "H", "H", "H", "H", "H", "H", "H", "H"], "xyz": [[-0.06521, 0.03591, 0.18108], [0.82528, -0.14313, 2.39238], [-0.59088, -0.24140, 2.42387], [-0.96002, -1.41312, 1.69751], [0.23391, -2.01836, 1.20742], [1.33701, -1.24749, 1.66561], [1.42091, 0.60465, 2.89480], [-1.25168, 0.38081, 3.00804], [-1.94547, -1.85409, 1.66963], [0.30443, -2.98217, 0.72578], [2.38151, -1.50570, 1.57042], [-1.40193, 0.04480, -2.67792], [-2.05904, 0.30080, -1.12613], [-2.94045, 1.86714, -1.23692], [-2.57689, 2.97344, -0.47567], [-3.29283, 4.15376, -0.60886], [-4.34523, 4.22779, -1.50882], [-4.70442, 3.12003, -2.27025], [-4.01704, 1.92951, -2.12524], [-3.34955, -0.93969, -0.92808], [-4.30984, -0.70386, 0.05951], [-5.36113, -1.58927, 0.21863], [-5.45834, -2.70092, -0.61097], [-4.48968, -2.94833, -1.57287], [-3.42595, -2.07264, -1.73348], [-0.06731, -0.17687, -2.86471], [0.49541, -0.26029, -4.14018], [1.83118, -0.56001, -4.26987], [2.60677, -0.76345, -3.12310], [2.00954, -0.62915, -1.90210], [0.69467, -0.33068, -1.75809], [-1.97257, 0.13187, -3.50625], [-1.73187, 2.90226, 0.19843], [-3.03444, 5.01377, -0.00547], [-4.89270, 5.15386, -1.62089], [-5.53060, 3.18510, -2.96520], [-4.31922, 1.05186, -2.68661], [-4.23493, 0.18578, 0.67601], [-6.10913, -1.40655, 0.97816], [-6.29866, -3.37409, -0.50676], [-4.56420, -3.82680, -2.19955], [-2.66987, -2.27072, -2.48349], [-0.12527, -0.07953, -5.00710], [2.27756, -0.64030, -5.25175], [3.65622, -1.00850, -3.18875], [2.58135, -0.74397, -0.99213], [2.81701, 3.38872, -1.06816], [1.55852, 3.17760, 0.32501], [0.43934, 4.65362, 0.64675], [2.61585, 2.92630, 1.89411], [0.63943, 1.86395, 0.01477], [3.38789, 4.29836, -0.87784], [2.33465, 3.48004, -2.04350], [3.50922, 2.54603, -1.08933], [1.05249, 5.54181, 0.80359], [-0.15414, 4.49138, 1.54878], [-0.23469, 4.84872, -0.18984], [3.24256, 3.81059, 2.00994], [3.26090, 2.05053, 1.79838], [1.98333, 2.83724, 2.78034]], "nbo_charge": [1.133, -0.230, -0.249, -0.283, -0.288, -0.217, 0.290, 0.285, 0.292, 0.287, 0.281, -0.884, 1.320, -0.435, -0.186, -0.187, -0.150, -0.205, -0.126, -0.344, -0.227, -0.178, -0.160, -0.193, -0.211, 0.434, -0.270, -0.067, -0.261, 0.082, -0.517, 0.442, 0.222, 0.239, 0.244, 0.243, 0.214, 0.228, 0.242, 0.244, 0.242, 0.223, 0.249, 0.257, 0.261, 0.219, -1.119, 1.837, -1.129, -1.124, -1.003, 0.265, 0.244, 0.240, 0.270, 0.243, 0.244, 0.268, 0.230, 0.228]}

***

2.
{"formula": "C25H29N3O2", "method": "ωB97M-V/def2-TZVPD", "max_force_ev_per_a": 0.975, "e_lumo_ev": 0.6, "gap_ev": 8.5, "energy_ev": -34960.968, "relative_energy_kj_mol": 165.5, "multiplicity": 1, "species": ["C", "C", "C", "O", "C", "C", "C", "C", "C", "C", "O", "C", "C", "C", "C", "N", "C", "C", "C", "C", "C", "N", "C", "C", "C", "C", "C", "N", "C", "C", "H", "H", "H", "H", "H", "H", "H", "H", "H", "H", "H", "H", "H", "H", "H", "H", "H", "H", "H", "H", "H", "H", "H", "H", "H", "H", "H", "H", "H"], "xyz": [[-4.22071, -3.69602, -1.22087], [-3.55642, -2.49388, -0.55735], [-2.76862, -2.91284, 0.68302], [-4.60839, -1.60596, -0.20375], [-4.36421, -0.30080, 0.07632], [-5.47322, 0.40816, 0.55016], [-5.37786, 1.75409, 0.83276], [-4.18080, 2.41849, 0.64140], [-3.06194, 1.72634, 0.18378], [-1.82447, 2.51989, -0.02257], [-1.89275, 3.71590, -0.22772], [-0.47563, 1.83124, 0.01435], [0.48856, 2.67369, 0.85922], [1.91598, 2.15944, 0.72331], [2.31875, 2.15265, -0.75564], [1.42723, 1.38479, -1.59381], [1.72956, -0.02411, -1.76913], [1.62334, -0.90622, -0.56204], [0.51808, -1.56242, -0.09233], [0.86670, -2.20546, 1.11588], [2.17383, -1.91085, 1.35538], [2.64782, -1.12520, 0.33434], [3.96751, -0.68542, 0.25674], [4.66982, -0.35683, 1.41999], [5.98314, 0.05379, 1.29878], [6.55570, 0.12993, 0.03667], [5.77077, -0.20888, -1.05226], [4.51633, -0.60797, -0.94892], [0.05579, 1.78477, -1.44559], [-3.15349, 0.36232, -0.09060], [-4.78484, -3.37612, -2.09288], [-4.90483, -4.16898, -0.52157], [-3.46763, -4.41606, -1.52784], [-2.89037, -2.01151, -1.28760], [-1.96256, -3.58537, 0.40311], [-2.34829, -2.04399, 1.18456], [-3.43159, -3.42270, 1.37826], [-6.40010, -0.12878, 0.67706], [-6.24263, 2.28857, 1.19620], [-4.08865, 3.47467, 0.84070], [-0.54067, 0.82304, 0.42656], [0.17350, 2.64844, 1.90544], [0.43350, 3.70844, 0.51416], [1.97797, 1.15331, 1.13966], [2.60074, 2.79986, 1.28243], [3.33314, 1.76985, -0.88116], [2.29800, 3.18643, -1.12250], [1.03907, -0.40453, -2.52755], [2.74559, -0.08583, -2.16641], [-0.43645, -1.60027, -0.57875], [0.22925, -2.81164, 1.72853], [2.81658, -2.23937, 2.14762], [4.18985, -0.40360, 2.38450], [6.55197, 0.31989, 2.17769], [7.57708, 0.44802, -0.09593], [6.15609, -0.16443, -2.06231], [-0.57222, 1.12469, -2.04831], [-0.03448, 2.80234, -1.84655], [-2.28746, -0.15695, -0.46663]], "nbo_charge": [-0.613, 0.104, -0.641, -0.502, 0.300, -0.236, -0.195, -0.186, -0.145, 0.595, -0.551, -0.360, -0.381, -0.422, -0.218, -0.442, -0.262, 0.133, -0.258, -0.301, -0.058, -0.376, 0.383, -0.267, -0.153, -0.270, 0.055, -0.446, -0.200, -0.242, 0.219, 0.212, 0.212, 0.167, 0.215, 0.218, 0.216, 0.224, 0.216, 0.232, 0.221, 0.208, 0.218, 0.196, 0.209, 0.202, 0.191, 0.210, 0.245, 0.204, 0.225, 0.213, 0.229, 0.222, 0.224, 0.198, 0.197, 0.206, 0.208]}

***

3.
{"formula": "C25H29N3O3S", "method": "ωB97M-V/def2-TZVPD", "max_force_ev_per_a": 0.684, "e_lumo_ev": 0.6, "gap_ev": 9.2, "energy_ev": -47844.415, "relative_energy_kj_mol": 122.7, "multiplicity": 1, "species": ["C", "C", "O", "C", "C", "C", "N", "C", "O", "C", "C", "C", "C", "C", "C", "C", "C", "N", "C", "C", "C", "C", "C", "S", "C", "O", "C", "C", "C", "C", "C", "N", "H", "H", "H", "H", "H", "H", "H", "H", "H", "H", "H", "H", "H", "H", "H", "H", "H", "H", "H", "H", "H", "H", "H", "H", "H", "H", "H", "H", "H"], "xyz": [[6.23949, 0.00694, -2.23118], [6.39414, -0.51624, -0.80398], [5.33641, -0.12820, 0.04966], [4.14345, -0.87072, -0.07279], [4.17384, -2.17764, 0.73051], [2.87238, -2.96424, 0.58280], [1.73077, -2.21572, 1.05554], [0.73105, -1.81633, 0.24227], [0.66615, -2.12267, -0.92960], [-0.27340, -0.90809, 0.95749], [0.20928, 0.52743, 0.94303], [0.94384, 1.04625, -0.11599], [1.32739, 2.37458, -0.11575], [0.98565, 3.21718, 0.93435], [1.42114, 4.65004, 0.93136], [0.25098, 2.69324, 1.99031], [-0.13252, 1.36574, 1.99682], [-1.61433, -1.00993, 0.40210], [-1.85043, -0.64987, -0.98293], [-2.82442, 0.47478, -1.11743], [-3.85615, 0.59027, -1.99634], [-4.58973, 1.78781, -1.83915], [-4.10395, 2.56531, -0.84079], [-2.73290, 1.85979, -0.07708], [-2.61820, -1.34845, 1.23971], [-2.44890, -1.57634, 2.42651], [-3.99588, -1.39148, 0.64517], [-4.99346, -0.60650, 1.21691], [-6.26666, -0.66545, 0.67895], [-6.50267, -1.52527, -0.38234], [-5.44689, -2.29113, -0.85206], [-4.22299, -2.22486, -0.36139], [7.12622, -0.24017, -2.80835], [5.37477, -0.43532, -2.72014], [6.11457, 1.08647, -2.21585], [6.50633, -1.60844, -0.81661], [7.28990, -0.08355, -0.35012], [3.91612, -1.09003, -1.12307], [3.35890, -0.21692, 0.31932], [4.99810, -2.80447, 0.38632], [4.35167, -1.93830, 1.78115], [2.67687, -3.18973, -0.46836], [2.94475, -3.90489, 1.13908], [1.75231, -1.89876, 2.01191], [-0.38220, -1.24099, 1.99735], [1.22397, 0.41301, -0.94538], [1.90045, 2.76275, -0.94533], [2.46383, 4.72222, 1.24211], [0.81983, 5.24118, 1.61743], [1.34049, 5.07527, -0.06675], [-0.02623, 3.33186, 2.81647], [-0.71194, 0.97307, 2.81955], [-0.88758, -0.37098, -1.41469], [-2.22712, -1.51869, -1.53173], [-4.09037, -0.16197, -2.72797], [-5.44248, 2.04834, -2.44007], [-4.46104, 3.51649, -0.49978], [-4.75853, 0.03477, 2.05180], [-7.06205, -0.05599, 1.08306], [-7.48120, -1.60423, -0.83003], [-5.58087, -2.99223, -1.66598]], "nbo_charge": [-0.637, -0.059, -0.537, -0.067, -0.431, -0.229, -0.611, 0.688, -0.636, -0.185, 0.034, -0.246, -0.199, -0.010, -0.628, -0.204, -0.214, -0.423, -0.262, -0.191, -0.261, -0.256, -0.415, 0.429, 0.669, -0.624, 0.117, -0.211, -0.165, -0.253, 0.037, -0.425, 0.212, 0.203, 0.212, 0.156, 0.186, 0.164, 0.195, 0.208, 0.201, 0.233, 0.199, 0.397, 0.265, 0.228, 0.211, 0.223, 0.215, 0.219, 0.210, 0.223, 0.247, 0.248, 0.225, 0.222, 0.233, 0.234, 0.219, 0.220, 0.194]}

***

4.
{"formula": "C25H29N3O4S", "method": "ωB97M-V/def2-TZVPD", "max_force_ev_per_a": 1.134, "e_lumo_ev": 0.5, "gap_ev": 9.3, "energy_ev": -49891.058, "relative_energy_kj_mol": 250.9, "multiplicity": 1, "species": ["C", "C", "N", "C", "C", "C", "C", "C", "C", "S", "O", "O", "C", "C", "C", "C", "C", "C", "O", "N", "C", "C", "C", "C", "C", "C", "O", "N", "C", "C", "C", "C", "C", "H", "H", "H", "H", "H", "H", "H", "H", "H", "H", "H", "H", "H", "H", "H", "H", "H", "H", "H", "H", "H", "H", "H", "H", "H", "H", "H", "H", "H"], "xyz": [[-1.13439, -2.41558, -1.97681], [0.16828, -1.78780, -1.49559], [0.74967, -2.59407, -0.43503], [2.14411, -2.80018, -0.41834], [3.04412, -1.81806, -0.82316], [4.40511, -2.06124, -0.76815], [4.88052, -3.27233, -0.29599], [3.98596, -4.24652, 0.11711], [2.62396, -4.01814, 0.05223], [0.12881, -2.34805, 1.10772], [-1.28402, -2.12543, 1.00033], [0.58141, -3.40763, 1.95410], [0.92632, -0.81740, 1.58450], [2.19593, -0.83163, 2.13113], [2.83797, 0.37532, 2.36276], [2.21153, 1.56909, 2.04301], [0.92402, 1.57561, 1.51489], [0.27950, 2.86536, 1.11161], [0.92436, 3.81116, 0.70045], [-1.06418, 2.88291, 1.27190], [-1.91433, 3.77845, 0.53395], [-2.48705, 3.07007, -0.72127], [-3.40175, 1.95893, -0.30407], [-4.74837, 1.79037, -0.42890], [-5.04429, 0.51803, 0.12471], [-3.85882, 0.00523, 0.54526], [-2.86193, 0.87239, 0.29462], [-1.40608, 2.52708, -1.52282], [-1.85026, 1.63779, -2.59183], [-0.71027, 1.62233, -3.62169], [0.29731, 2.64852, -3.09059], [-0.54082, 3.50901, -2.15399], [0.28547, 0.36259, 1.27240], [-1.54277, -1.83437, -2.80062], [-0.95260, -3.43189, -2.31638], [-1.85260, -2.44223, -1.16358], [-0.01285, -0.76138, -1.15391], [0.88467, -1.75734, -2.32083], [2.68405, -0.86085, -1.17123], [5.09527, -1.29364, -1.08579], [5.94343, -3.45542, -0.24913], [4.35095, -5.19310, 0.48648], [1.91768, -4.76315, 0.37835], [2.65604, -1.77789, 2.36765], [3.83159, 0.38272, 2.78402], [2.70869, 2.51476, 2.19900], [-1.50666, 2.02613, 1.56875], [-2.74364, 4.10953, 1.16569], [-1.31491, 4.64207, 0.24412], [-3.09259, 3.80939, -1.28462], [-5.44383, 2.48072, -0.86087], [-6.00824, 0.05782, 0.19256], [-3.57757, -0.92349, 1.00225], [-2.04687, 0.64454, -2.18296], [-2.78142, 2.00481, -3.05384], [-1.08184, 1.91644, -4.60297], [-0.26475, 0.63326, -3.71368], [0.76427, 3.23011, -3.88262], [1.07786, 2.15270, -2.51403], [0.07272, 4.02092, -1.41448], [-1.12158, 4.25664, -2.72320], [-0.69684, 0.30672, 0.83082]], "nbo_charge": [-0.615, -0.228, -0.704, 0.205, -0.267, -0.197, -0.218, -0.205, -0.223, 2.336, -0.952, -0.926, -0.346, -0.175, -0.200, -0.173, -0.067, 0.666, -0.629, -0.609, -0.223, -0.091, 0.276, -0.297, -0.313, 0.087, -0.441, -0.447, -0.226, -0.404, -0.403, -0.236, -0.217, 0.207, 0.212, 0.237, 0.199, 0.215, 0.221, 0.215, 0.215, 0.217, 0.239, 0.244, 0.222, 0.236, 0.406, 0.208, 0.235, 0.193, 0.229, 0.231, 0.227, 0.202, 0.171, 0.207, 0.205, 0.213, 0.206, 0.237, 0.154, 0.260]}